Record 1
The following is a quantum chemistry calculation of C60H55F4N8OPtS as an isolated structure at a distorted geometry, from OMol25.

CARTESIAN COORDINATES (ANGSTROEM)
Pt: -0.31 -0.41 -0.18
C: -2.54 2.69 2.86
C: -1.23 2.58 2.07
C: -0.82 3.95 1.52
C: -0.18 1.96 2.94
C: 0.48 2.70 3.91
C: 1.41 2.12 4.75
C: 1.70 0.77 4.62
C: 1.05 -0.01 3.67
C: 1.41 -1.46 3.48
C: 2.62 -1.55 2.54
C: 1.64 -2.20 4.80
C: 0.10 0.59 2.83
N: -0.60 -0.18 1.89
C: -1.51 -1.06 2.30
C: -2.10 -1.92 1.34
N: -1.75 -1.76 0.06
C: -2.35 -2.49 -0.97
C: -3.61 -2.06 -1.44
C: -4.18 -2.69 -2.52
C: -3.54 -3.74 -3.15
C: -2.32 -4.19 -2.67
C: -1.71 -3.59 -1.57
C: -0.40 -4.22 -1.11
C: 0.81 -3.65 -1.85
C: -0.12 -4.15 0.39
C: -4.36 -0.94 -0.74
C: -5.60 -1.52 -0.05
C: -4.75 0.19 -1.68
C: -2.90 -2.91 2.02
C: -3.58 -4.05 1.66
C: -4.16 -4.84 2.67
C: -4.10 -4.50 4.00
C: -3.42 -3.33 4.41
C: -3.26 -2.83 5.73
C: -2.53 -1.68 5.94
C: -1.89 -0.97 4.91
C: -2.02 -1.43 3.62
C: -2.82 -2.58 3.40
H: -3.32 3.16 2.25
H: -2.40 3.30 3.75
H: -2.89 1.70 3.17
H: -1.39 1.92 1.21
H: -0.75 4.70 2.30
H: -1.55 4.29 0.79
H: 0.15 3.87 1.03
H: 0.25 3.75 4.01
H: 1.90 2.71 5.50
H: 2.43 0.32 5.27
H: 0.58 -1.97 2.99
H: 3.50 -1.08 2.97
H: 2.39 -1.04 1.62
H: 2.85 -2.59 2.32
H: 2.55 -1.89 5.30
H: 1.71 -3.27 4.60
H: 0.79 -2.04 5.46
H: -5.14 -2.36 -2.90
H: -3.98 -4.21 -4.02
H: -1.83 -5.02 -3.15
H: -0.47 -5.29 -1.37
H: 0.97 -2.62 -1.55
H: 0.65 -3.66 -2.93
H: 1.70 -4.22 -1.61
H: 0.17 -3.14 0.67
H: 0.70 -4.82 0.64
H: -0.99 -4.44 0.98
H: -3.72 -0.50 0.03
H: -6.29 -1.92 -0.79
H: -6.11 -0.76 0.52
H: -5.33 -2.33 0.63
H: -5.39 -0.15 -2.48
H: -3.86 0.63 -2.12
H: -5.27 0.96 -1.13
H: -3.66 -4.36 0.63
H: -4.67 -5.75 2.38
H: -4.56 -5.14 4.75
H: -3.71 -3.36 6.56
H: -2.44 -1.31 6.95
H: -1.32 -0.09 5.15
C: 3.14 1.63 -4.96
C: 2.64 0.18 -4.98
N: 1.32 0.04 -4.39
C: 0.17 0.10 -5.25
C: -0.26 -1.29 -5.72
C: 1.20 -0.19 -3.07
S: -0.37 -0.62 -2.51
N: 2.32 -0.16 -2.38
C: 2.51 0.10 -1.10
O: 1.67 0.39 -0.21
C: 3.96 0.12 -0.75
C: 4.90 -0.44 -1.61
C: 6.24 -0.38 -1.32
C: 6.67 0.22 -0.15
C: 5.75 0.78 0.71
C: 4.40 0.75 0.41
H: 4.11 1.69 -5.46
H: 3.25 1.95 -3.93
H: 2.44 2.29 -5.48
H: 3.33 -0.43 -4.40
H: 2.59 -0.19 -6.00
H: 0.41 0.73 -6.11
H: -0.65 0.57 -4.70
H: 0.54 -1.77 -6.28
H: -1.15 -1.22 -6.34
H: -0.51 -1.90 -4.85
H: 4.56 -0.92 -2.52
H: 6.96 -0.81 -2.01
H: 7.73 0.25 0.08
H: 6.08 1.26 1.62
H: 3.68 1.22 1.06
F: -0.50 6.75 -2.15
C: 0.51 5.88 -1.99
C: 1.79 6.36 -1.81
F: 1.98 7.69 -1.83
C: 2.91 5.52 -1.57
C: 2.62 4.13 -1.60
C: 1.35 3.66 -1.78
F: 1.17 2.33 -1.91
C: 0.22 4.49 -1.95
C: -1.09 3.94 -2.04
C: -1.35 2.68 -1.51
N: -1.59 1.69 -0.97
C: -2.20 4.59 -2.59
N: -3.13 5.04 -3.09
F: 3.63 3.24 -1.53
C: 4.21 6.00 -1.33
C: 5.25 5.18 -0.87
N: 6.14 4.57 -0.45
C: 4.62 7.33 -1.51
N: 5.06 8.38 -1.68

Properties
E_tot: -102034.7484 eV
net charge: -1
Kohn-Sham gap (alpha / beta): 2.25 / 2.20 eV
HOMO (alpha / beta): -2.9 / -2.9 eV
energy relative to the best compared isomer or geometry (same formula, charge and spin): 1.5396 eV

Löwdin atomic charge list, values in e, 99 entries: 1.04, -0.04, -0.37, -0.04, -0.13, -0.02, -0.06, -0.03, -0.15, -0.37, -0.03, -0.06, -0.17, 0.04, -0.14, -0.16, -0.04, -0.23, -0.13, -0.03, -0.06, -0.04, -0.15, -0.35, -0.08, -0.06, -0.36, -0.05, -0.05, -0.08, 0.00, -0.05, -0.01, -0.15, -0.01, -0.05, 0.02, -0.06, -0.06, 0.08, 0.08, 0.07, 0.07, 0.08, 0.08, 0.09, 0.11, 0.10, 0.11, 0.11, 0.09, 0.05, 0.08, 0.07, 0.08, 0.07, 0.11, 0.10, 0.12, 0.13, 0.01, 0.08, 0.08, 0.05, 0.09, 0.07, 0.12, 0.08, 0.08, 0.06, 0.07, 0.07, 0.09, 0.12, 0.11, 0.11, 0.11, 0.11, 0.12, -0.05, -0.20, -0.12, -0.25, -0.08, -0.65, 0.79, 0.11, -0.44, -0.15, -0.14, -0.03, -0.08, -0.08, -0.07, -0.03, 0.08, 0.06, 0.08, 0.10

***

Record 2
The following is a quantum chemistry calculation of C60H60N11O2P4SSe2W as an isolated structure, from OMol25.

CARTESIAN COORDINATES (ANGSTROEM)
W: -0.39 0.15 -0.11
O: -2.03 1.13 1.19
N: -1.76 2.35 1.64
C: -2.77 3.25 1.64
C: -2.58 4.50 2.17
C: -1.33 4.82 2.68
C: -0.31 3.90 2.62
C: -0.52 2.64 2.07
S: 0.68 1.41 1.85
H: -3.69 2.89 1.21
H: -3.39 5.21 2.16
H: -1.15 5.80 3.12
H: 0.69 4.13 2.99
Se: 4.06 -5.04 0.91
P: 3.82 -3.63 2.44
C: 3.17 -4.30 3.99
C: 3.32 -5.67 4.21
C: 2.94 -6.23 5.42
C: 2.41 -5.43 6.42
C: 2.25 -4.06 6.20
C: 2.63 -3.50 5.00
C: 5.32 -2.78 2.99
C: 6.55 -3.35 2.69
C: 7.71 -2.80 3.23
C: 7.64 -1.71 4.08
C: 6.41 -1.15 4.39
C: 5.25 -1.68 3.85
C: 2.56 -2.39 1.94
C: 2.35 -1.44 0.94
N: 1.02 -1.18 0.95
N: 0.45 -1.91 1.89
N: 1.34 -2.64 2.49
P: 3.25 -0.60 -0.40
Se: 1.70 0.15 -1.72
C: 4.32 -1.70 -1.30
C: 5.39 -2.32 -0.66
C: 6.26 -3.11 -1.38
C: 6.08 -3.28 -2.74
C: 5.03 -2.66 -3.39
C: 4.15 -1.86 -2.68
C: 4.21 0.79 0.21
C: 4.00 2.07 -0.29
C: 4.79 3.12 0.15
C: 5.79 2.91 1.08
C: 6.01 1.63 1.58
C: 5.22 0.57 1.15
H: 3.73 -6.29 3.42
H: 3.07 -7.29 5.59
H: 2.13 -5.86 7.37
H: 1.83 -3.43 6.98
H: 2.49 -2.44 4.84
H: 6.60 -4.21 2.03
H: 8.68 -3.24 2.99
H: 8.54 -1.30 4.51
H: 6.35 -0.30 5.07
H: 4.29 -1.23 4.09
H: 5.54 -2.21 0.40
H: 7.08 -3.60 -0.87
H: 6.77 -3.91 -3.30
H: 4.89 -2.79 -4.46
H: 3.33 -1.37 -3.19
H: 3.24 2.24 -1.04
H: 4.63 4.12 -0.25
H: 6.40 3.73 1.42
H: 6.79 1.45 2.30
H: 5.41 -0.42 1.54
C: -7.24 7.01 -9.96
O: -6.04 7.40 -9.29
C: -5.58 6.60 -8.31
C: -6.21 5.44 -7.88
C: -5.64 4.69 -6.86
C: -4.45 5.07 -6.27
C: -3.83 6.25 -6.71
C: -4.38 7.00 -7.71
C: -3.80 4.29 -5.21
N: -2.73 4.67 -4.54
C: -2.48 3.64 -3.68
C: -3.40 2.63 -3.80
N: -4.25 3.07 -4.79
C: -3.40 1.44 -3.00
C: -4.39 0.45 -2.99
C: -4.29 -0.56 -2.02
C: -3.22 -0.63 -1.18
N: -2.15 0.24 -1.26
C: -2.33 1.34 -2.11
C: -1.39 2.36 -1.95
N: -0.43 2.16 -0.98
C: 0.47 3.13 -0.79
C: 0.46 4.32 -1.49
C: -0.50 4.54 -2.46
C: -1.43 3.55 -2.71
H: -7.41 7.75 -10.73
H: -8.08 6.99 -9.27
H: -7.12 6.03 -10.42
H: -7.14 5.12 -8.32
H: -6.16 3.80 -6.54
H: -2.90 6.55 -6.24
H: -3.91 7.91 -8.06
H: -5.03 2.57 -5.18
H: -5.23 0.49 -3.67
H: -5.07 -1.30 -1.91
H: -3.16 -1.38 -0.41
H: 1.23 2.93 -0.06
H: 1.22 5.06 -1.27
H: -0.54 5.46 -3.03
C: -3.69 -1.04 5.01
N: -4.44 -1.68 3.83
C: -4.25 -3.20 3.95
N: -2.87 -3.53 3.95
C: -2.17 -2.86 5.05
N: -2.32 -1.40 4.98
C: -1.58 -0.80 3.87
P: -2.09 -1.47 2.21
C: -3.92 -1.16 2.51
C: -2.21 -3.28 2.65
H: -4.18 -1.40 5.91
H: -3.83 0.04 4.91
H: -5.44 -1.47 3.92
H: -4.76 -3.65 3.10
H: -4.72 -3.50 4.88
H: -1.11 -3.10 4.99
H: -2.57 -3.21 6.00
H: -0.52 -0.96 4.01
H: -1.76 0.28 3.85
H: -4.51 -1.62 1.72
H: -4.10 -0.09 2.48
H: -1.22 -3.73 2.66
H: -2.80 -3.77 1.87
C: -0.70 -2.07 -3.10
P: -0.63 -2.36 -1.30
C: -1.93 -3.63 -1.13
C: 0.84 -3.41 -1.12
H: -0.65 -3.03 -3.61
H: 0.13 -1.45 -3.42
H: -1.64 -1.58 -3.36
H: -1.69 -4.43 -1.82
H: -2.92 -3.24 -1.37
H: -1.94 -4.05 -0.12
H: 0.76 -4.25 -1.80
H: 0.94 -3.79 -0.10
H: 1.75 -2.86 -1.37

Properties
E_tot: -264178.3048 eV
net charge: +2
2S+1: 4
Kohn-Sham gap (alpha / beta): 5.27 / 5.93 eV
HOMO (alpha / beta): -9.6 / -10.9 eV
energy relative to the best compared isomer or geometry (same formula, charge and spin): 0.9684 eV

Löwdin atomic charge list, values in e, 99 entries: 1.15, -0.35, -0.20, 0.00, -0.03, -0.04, -0.05, -0.62, 0.73, 0.14, 0.12, 0.12, 0.12, 0.39, 0.54, -0.35, -0.10, -0.06, -0.07, -0.08, -0.11, -0.37, -0.10, -0.05, -0.06, -0.07, -0.10, -0.36, -0.39, -0.35, -0.15, 0.04, 0.78, 0.59, -0.35, -0.13, -0.07, -0.04, -0.05, -0.11, -0.33, -0.11, -0.06, -0.05, -0.05, -0.07, 0.06, 0.11, 0.11, 0.10, 0.09, 0.07, 0.11, 0.11, 0.11, 0.10, 0.06, 0.12, 0.12, 0.11, 0.05, 0.04, 0.11, 0.12, 0.11, 0.08, -0.06, -0.07, -0.28, -0.01, -0.03, -0.16, -0.01, 0.02, -0.25, 0.19, -0.18, -0.12, 0.19, -0.08, -0.01, -0.07, -0.22, -0.16, -0.16, -0.15, -0.10, -0.20, -0.02, 0.04, -0.07, 0.10, 0.10, 0.10, 0.11, 0.11, 0.11, 0.13, 0.15

***

Record 3
The following is a quantum chemistry calculation of C60H65F4Ge2N2PdS4 as an isolated structure, from OMol25.

CARTESIAN COORDINATES (ANGSTROEM)
Pd: 0.51 1.89 -2.15
C: -0.47 1.93 -5.34
C: -1.62 2.28 -4.40
N: -1.21 3.01 -3.20
C: -2.33 3.12 -2.25
C: -2.87 1.76 -1.82
C: -0.69 4.35 -3.53
C: 0.28 4.86 -2.48
N: 1.34 3.88 -2.38
C: 2.52 4.19 -1.83
C: 3.55 3.22 -1.84
F: 3.31 2.04 -2.44
C: 4.79 3.43 -1.29
F: 5.70 2.44 -1.37
C: 5.14 4.62 -0.68
C: 4.15 5.59 -0.64
F: 4.40 6.77 -0.03
C: 2.90 5.39 -1.17
F: 2.00 6.39 -0.99
H: -0.71 1.03 -5.89
H: 0.45 1.74 -4.78
H: -0.26 2.73 -6.05
H: -2.10 1.36 -4.07
H: -2.38 2.88 -4.93
H: -3.13 3.71 -2.72
H: -1.97 3.67 -1.38
H: -3.64 1.39 -2.50
H: -3.29 1.83 -0.82
H: -2.07 1.02 -1.78
H: -1.53 5.04 -3.67
H: -0.15 4.28 -4.47
H: -0.25 4.99 -1.53
H: 0.63 5.84 -2.79
H: 6.11 4.78 -0.25
C: -6.36 1.16 1.79
C: -4.97 1.29 2.36
C: -4.28 2.49 2.30
C: -2.98 2.62 2.77
C: -2.29 3.95 2.71
C: -2.35 1.49 3.32
C: -3.05 0.29 3.44
C: -2.45 -0.93 4.09
C: -4.35 0.20 2.95
C: -0.97 1.61 3.88
C: -0.88 2.12 5.17
C: 0.35 2.26 5.80
C: 1.50 1.90 5.13
C: 1.44 1.38 3.84
C: 0.20 1.21 3.20
Ge: 0.18 0.61 1.30
S: 0.53 2.44 0.18
S: -1.60 -0.58 0.58
Ge: -0.03 -1.48 -0.76
S: 0.52 -0.45 -2.60
S: 1.60 -1.06 0.75
C: -0.43 -3.37 -1.24
C: -1.24 -3.68 -2.35
C: -1.42 -5.00 -2.75
C: -0.81 -6.05 -2.08
C: -0.02 -5.76 -0.99
C: 0.17 -4.45 -0.56
C: 1.05 -4.34 0.65
C: 0.50 -4.48 1.92
C: -0.98 -4.42 2.17
C: 1.36 -4.65 3.00
C: 2.74 -4.68 2.85
C: 3.65 -4.91 4.02
C: 3.26 -4.47 1.57
C: 2.44 -4.31 0.47
C: 3.03 -4.09 -0.89
C: -2.02 -2.71 -3.18
C: -3.28 -2.27 -2.78
C: -3.89 -2.67 -1.45
C: -4.04 -1.48 -3.64
C: -3.58 -1.12 -4.89
C: -4.41 -0.27 -5.82
C: -2.33 -1.59 -5.29
C: -1.56 -2.39 -4.47
C: -0.23 -2.89 -4.95
C: 2.71 1.01 3.17
C: 3.19 -0.30 3.27
C: 2.47 -1.34 4.08
C: 4.35 -0.65 2.58
C: 5.03 0.26 1.79
C: 6.22 -0.15 0.97
C: 4.57 1.58 1.75
C: 3.43 1.97 2.44
C: 3.00 3.41 2.43
H: -6.72 2.12 1.41
H: -7.07 0.83 2.56
H: -6.38 0.44 0.98
H: -4.76 3.36 1.85
H: -2.98 4.72 2.38
H: -1.44 3.91 2.02
H: -1.89 4.24 3.69
H: -1.44 -0.75 4.45
H: -2.40 -1.75 3.37
H: -3.06 -1.26 4.93
H: -4.87 -0.74 3.02
H: -1.79 2.40 5.68
H: 0.40 2.66 6.81
H: 2.47 2.01 5.60
H: -2.06 -5.20 -3.60
H: -0.95 -7.07 -2.41
H: 0.47 -6.56 -0.44
H: -1.55 -4.43 1.25
H: -1.23 -3.51 2.71
H: -1.30 -5.27 2.78
H: 0.94 -4.77 4.00
H: 3.11 -4.86 4.96
H: 4.46 -4.18 4.05
H: 4.12 -5.90 3.96
H: 4.34 -4.45 1.44
H: 4.11 -4.07 -0.84
H: 2.69 -3.14 -1.32
H: 2.72 -4.88 -1.59
H: -3.51 -3.63 -1.11
H: -4.97 -2.74 -1.54
H: -3.66 -1.93 -0.68
H: -5.02 -1.14 -3.31
H: -5.24 0.19 -5.28
H: -4.83 -0.87 -6.63
H: -3.82 0.52 -6.27
H: -1.96 -1.34 -6.28
H: 0.02 -2.45 -5.92
H: -0.22 -3.98 -5.06
H: 0.56 -2.63 -4.25
H: 1.58 -0.94 4.56
H: 3.12 -1.75 4.86
H: 2.17 -2.16 3.43
H: 4.69 -1.68 2.62
H: 6.60 -1.12 1.30
H: 7.02 0.58 1.03
H: 5.94 -0.24 -0.08
H: 5.10 2.31 1.15
H: 3.65 4.00 1.78
H: 3.04 3.84 3.43
H: 1.98 3.53 2.06

Properties
E_tot: -236986.9140 eV
net charge: -1
2S+1: 3
Kohn-Sham gap (alpha / beta): 6.61 / 6.22 eV
HOMO (alpha / beta): -4.2 / -4.6 eV
energy relative to the best compared isomer or geometry (same formula, charge and spin): 0.0000 eV

Löwdin atomic charge list, values in e, 99 entries: 0.54, -0.09, -0.25, -0.25, -0.25, -0.10, -0.19, -0.26, -0.11, -0.23, -0.17, 0.04, -0.24, 0.07, 0.02, -0.24, 0.06, -0.14, 0.05, 0.06, 0.04, 0.07, 0.09, 0.13, 0.12, 0.09, 0.07, 0.06, 0.01, 0.12, 0.11, 0.10, 0.12, 0.12, -0.05, -0.27, -0.02, -0.20, -0.03, -0.15, -0.25, -0.04, -0.03, -0.22, -0.04, -0.07, -0.03, -0.22, -0.20, 0.04, 0.27, 0.28, 0.00, 0.18, 0.35, -0.20, -0.21, -0.05, -0.06, -0.04, -0.22, -0.18, -0.21, -0.02, -0.03, -0.29, -0.06, -0.02, -0.24, -0.03, -0.16, -0.20, -0.03, -0.02, -0.28, -0.05, -0.02, -0.24, -0.05, -0.17, -0.27, -0.03, -0.04, -0.26, -0.05, 0.01, -0.20, -0.04, 0.07, 0.08, 0.08, 0.11, 0.07, 0.06, 0.08, 0.07, 0.05, 0.08, 0.12